Entry 1:
{"formula": "F3HN2", "method": "ωB97M-V/def2-TZVPD", "spin_multiplicity": 1, "gap_ev": [10.20, 10.22], "largest_force_ev_per_a": 1.3, "e_above_lowest_ev": 3.560, "homo_ha": [-0.39119, -0.39328], "symbols": ["N", "N", "F", "F", "F", "H"], "xyz": [[-0.08815, 1.14793, -0.22168], [0.51154, -0.89097, 0.44457], [-0.96688, 0.79541, -1.18012], [-0.46095, -1.64262, -0.07105], [0.21532, -0.76625, 1.73854], [0.78912, 1.35650, -0.71025]], "lowdin_charge": [0.087, 0.008, -0.118, -0.015, -0.020, 0.058]}



Entry 2:
{"formula": "F3NOS2", "method": "ωB97M-V/def2-TZVPD", "spin_multiplicity": 3, "s2": 2.012, "gap_ev": [8.03, 8.79], "largest_force_ev_per_a": 8.5, "e_above_lowest_ev": 0.000, "homo_ha": [-0.31031, -0.46013], "symbols": ["N", "O", "F", "F", "F", "S", "S"], "xyz": [[-0.05550, -0.09854, 1.82234], [-0.71259, 1.27691, -0.63606], [2.40901, -0.01927, 2.03898], [-1.76898, -0.14470, -2.49393], [0.16951, -0.88712, -1.04926], [1.10722, 0.20875, 1.02374], [-1.22602, -0.00759, -0.82332]], "mulliken_spin": [1.220, 0.020, 0.143, 0.000, 0.000, 0.619, -0.001]}